Entry 1:
A 2-piece molecular cluster, C6H15NO overall at a distorted geometry, computed with the ωB97M-V functional and the def2-TZVPD basis.

Summary:
energy relative to the best compared isomer or geometry (same formula, charge and spin) = 37.0 kcal per mole
gap between HOMO and LUMO = 8.72 eV

Last column: Mulliken charge in e.
Element x y z (Å)
C (-1.587, 1.072, 0.090)  -0.98
C (-1.933, -0.218, -0.625)  -0.93
C (-0.745, -1.113, -0.879)  0.52
C (0.225, -0.794, -1.737)  -0.28
N (0.283, 0.405, -2.454)  -0.51
C (-0.730, -2.478, -0.237)  -0.86
C (-0.225, -2.417, 1.215)  -0.96
H (-0.780, 1.590, -0.438)  0.26
H (-2.380, 1.820, 0.050)  0.34
H (-1.275, 0.961, 1.123)  0.30
H (-2.688, -0.831, -0.115)  0.32
H (-2.479, -0.040, -1.568)  0.37
H (1.052, -1.461, -1.890)  0.39
H (0.751, 0.322, -3.345)  0.24
H (-0.516, 1.005, -2.547)  0.19
H (-1.743, -2.834, -0.137)  0.32
H (-0.153, -3.205, -0.794)  0.42
H (-0.745, -3.124, 1.881)  0.31
H (-0.466, -1.451, 1.652)  0.22
H (0.806, -2.688, 1.317)  0.30
O (3.734, 4.298, 3.513)  -0.64
H (4.156, 4.681, 2.751)  0.32
H (4.352, 3.834, 4.072)  0.32


Entry 2:
C41H45ClO2P3PtS2 as an isolated structure, computed with the ωB97M-V functional and the def2-TZVPD basis.

Summary:
energy relative to the best compared isomer or geometry (same formula, charge and spin) = 0.0 kcal per mole
net charge = -1
gap between HOMO and LUMO = 6.79 eV

Last column: Mulliken charge in e.
Element x y z (Å)
Pt (-0.428, -0.876, 0.047)  2.40
S (3.355, -0.668, -1.221)  -0.59
P (2.510, 0.909, -0.405)  1.86
C (0.813, 0.835, -0.097)  -1.01
P (-0.351, 1.999, -0.372)  0.64
S (-2.006, 0.818, -0.235)  -0.97
C (-0.484, 2.836, -1.991)  0.57
C (-1.283, 3.959, -2.195)  -0.36
C (-1.464, 4.465, -3.473)  -0.76
C (-0.856, 3.847, -4.558)  -0.55
C (-0.078, 2.715, -4.362)  -0.79
C (0.103, 2.209, -3.084)  -0.18
C (-0.492, 3.355, 0.860)  0.67
C (-0.036, 4.654, 0.657)  -0.35
C (-0.039, 5.575, 1.698)  -0.83
C (-0.499, 5.206, 2.952)  -0.70
C (-0.958, 3.911, 3.164)  -0.66
C (-0.953, 2.995, 2.127)  -0.74
C (3.389, 1.376, 1.141)  -0.71
C (4.768, 1.207, 1.232)  -0.55
C (5.447, 1.605, 2.373)  -0.72
C (4.753, 2.173, 3.435)  -0.51
C (3.378, 2.335, 3.354)  -0.85
C (2.699, 1.935, 2.210)  0.71
C (2.881, 2.418, -1.391)  0.36
C (2.710, 3.686, -0.845)  -0.35
C (2.914, 4.821, -1.616)  -0.60
C (3.311, 4.698, -2.940)  -0.63
C (3.519, 3.436, -3.480)  -0.57
C (3.307, 2.304, -2.709)  -0.70
H (-1.780, 4.432, -1.358)  0.50
H (-2.086, 5.339, -3.623)  0.41
H (-0.995, 4.245, -5.555)  0.39
H (0.392, 2.225, -5.205)  0.45
H (0.695, 1.315, -2.922)  0.43
H (0.335, 4.951, -0.314)  0.62
H (0.323, 6.581, 1.527)  0.43
H (-0.498, 5.923, 3.764)  0.38
H (-1.315, 3.614, 4.142)  0.43
H (-1.301, 1.981, 2.287)  0.33
H (5.293, 0.739, 0.408)  0.39
H (6.518, 1.461, 2.441)  0.36
H (5.283, 2.473, 4.331)  0.36
H (2.828, 2.760, 4.185)  0.44
H (1.622, 2.030, 2.147)  0.23
H (2.428, 3.789, 0.196)  0.55
H (2.771, 5.804, -1.181)  0.43
H (3.470, 5.582, -3.545)  0.38
H (3.845, 3.335, -4.508)  0.40
H (3.468, 1.310, -3.112)  0.32
Cl (2.456, -1.737, 4.007)  -0.27
C (1.833, -1.312, 2.385)  1.31
C (1.775, -2.502, 1.422)  0.43
O (2.414, -3.513, 1.622)  -0.76
O (1.004, -2.314, 0.406)  -0.82
H (2.493, -0.558, 1.969)  -0.85
H (0.848, -0.869, 2.514)  -0.19
C (-4.307, -1.763, -0.868)  -1.55
C (-3.625, -2.569, 0.242)  2.59
C (-3.737, -1.793, 1.562)  -1.60
C (-4.367, -3.894, 0.430)  -1.74
P (-1.775, -2.752, -0.090)  -0.87
C (-1.319, -3.971, 1.198)  1.12
C (-1.404, -5.355, 1.066)  -0.32
C (-1.058, -6.192, 2.116)  -0.71
C (-0.627, -5.658, 3.322)  -0.89
C (-0.545, -4.283, 3.472)  -0.68
C (-0.889, -3.452, 2.418)  -0.96
C (-1.498, -3.526, -1.782)  2.15
C (-0.095, -4.149, -1.805)  -1.62
C (-2.521, -4.573, -2.241)  -2.01
C (-1.507, -2.378, -2.803)  -1.86
H (-5.319, -1.505, -0.540)  0.55
H (-4.399, -2.335, -1.792)  0.25
H (-3.784, -0.837, -1.093)  0.14
H (-4.793, -1.580, 1.753)  0.59
H (-3.197, -0.852, 1.534)  0.10
H (-3.357, -2.385, 2.397)  0.30
H (-5.407, -3.667, 0.685)  0.57
H (-3.944, -4.481, 1.246)  0.30
H (-4.377, -4.509, -0.469)  0.25
H (-1.729, -5.798, 0.137)  0.06
H (-1.114, -7.265, 1.985)  0.46
H (-0.337, -6.312, 4.134)  0.37
H (-0.180, -3.853, 4.395)  0.41
H (-0.794, -2.377, 2.522)  0.64
H (0.025, -4.951, -1.078)  0.36
H (0.676, -3.409, -1.587)  0.13
H (0.072, -4.560, -2.804)  0.57
H (-2.603, -5.427, -1.571)  0.24
H (-2.194, -4.956, -3.212)  0.54
H (-3.517, -4.152, -2.378)  0.38
H (-0.756, -1.626, -2.556)  0.34
H (-2.474, -1.880, -2.866)  0.23
H (-1.273, -2.794, -3.788)  0.53


no.,highest occupied orbital energy (eV)
1,-7.655
2,-4.388